# 1
The following is a DFT calculation (ωB97M-V with the def2-TZVPD basis set) of a cluster of 3 separate species, C19H29N2O5P in total.

Each line ends with the Löwdin charge.
CARTESIAN COORDINATES (ANGSTROEM)
O (1.11908, 3.60789, 4.38907)  0.063
N (1.11823, 2.84360, 5.33265)  -0.350
O (0.48128, 3.00411, 6.35279)  0.079
C (1.95300, 1.62887, 5.22692)  -0.145
C (2.68897, 1.43043, 4.07323)  -0.020
C (3.45828, 0.28209, 3.97448)  -0.063
C (3.47912, -0.63453, 5.01723)  -0.070
C (2.73245, -0.40942, 6.16608)  -0.065
C (1.95675, 0.73349, 6.28030)  -0.002
H (2.64904, 2.16141, 3.27974)  0.093
H (4.03926, 0.10349, 3.07970)  0.111
H (4.08038, -1.53024, 4.93346)  0.107
H (2.75034, -1.12599, 6.97603)  0.108
H (1.36182, 0.93648, 7.15798)  0.119
O (-0.64188, -3.03698, -1.16742)  0.065
N (0.11326, -3.47168, -2.01314)  -0.346
O (1.30978, -3.61170, -1.86808)  0.081
C (-0.47192, -3.85082, -3.31562)  -0.144
C (-1.82814, -3.66196, -3.51017)  -0.002
C (-2.36907, -4.01334, -4.73678)  -0.064
C (-1.55701, -4.54076, -5.73205)  -0.072
C (-0.19825, -4.72016, -5.50943)  -0.065
C (0.35953, -4.37238, -4.28927)  -0.002
H (-2.43197, -3.25011, -2.71512)  0.114
H (-3.42701, -3.87431, -4.91350)  0.108
H (-1.98573, -4.81329, -6.68743)  0.107
H (0.43131, -5.13098, -6.28699)  0.108
H (1.41219, -4.49660, -4.08446)  0.119
C (-4.06017, 0.08951, -1.37136)  -0.108
C (-2.80040, -0.42113, -0.65813)  -0.269
C (-1.97585, 0.68702, -0.01050)  -0.258
C (-0.73853, 0.14812, 0.70293)  -0.292
C (0.03681, 1.20109, 1.48802)  -0.414
P (0.64729, 2.62143, 0.40707)  0.823
C (1.27590, 3.98867, -0.81371)  -0.413
O (1.74310, 3.44280, -2.03107)  -0.274
C (0.72385, 3.11745, -2.95531)  -0.135
H (-4.93313, -0.52978, -1.16045)  0.063
H (-3.93359, 0.10993, -2.45556)  0.064
H (-4.30976, 1.10653, -1.05904)  0.066
H (-2.15711, -0.94498, -1.36938)  0.083
H (-3.06132, -1.15875, 0.10558)  0.109
H (-1.68176, 1.40345, -0.78834)  0.093
H (-2.60207, 1.24912, 0.69320)  0.117
H (-1.04477, -0.66796, 1.36589)  0.111
H (-0.06987, -0.31357, -0.03390)  0.096
H (-0.57149, 1.62547, 2.29656)  0.075
H (0.92116, 0.74456, 1.94860)  0.054
H (-0.61824, 3.28248, 0.50020)  0.017
H (1.59532, 3.02278, 1.38656)  0.000
H (1.07434, 1.67154, -0.59697)  0.037
H (2.12235, 4.51714, -0.36547)  0.073
H (0.47163, 4.71620, -1.00069)  0.069
H (0.48255, 2.05055, -2.92293)  0.072
H (1.07246, 3.37000, -3.95742)  0.083
H (-0.19178, 3.68373, -2.75457)  0.082

Atomic forces in eV per Å
-0.019 0.033 -0.034
0.054 -0.056 -0.025
-0.014 0.002 0.019
-0.045 0.037 -0.010
0.020 -0.019 0.038
0.006 0.011 -0.010
-0.004 0.007 -0.002
-0.012 0.005 0.014
0.011 -0.021 -0.016
0.008 0.001 0.011
0.000 -0.005 0.004
-0.002 0.000 -0.001
0.004 -0.001 -0.005
0.001 0.000 -0.002
0.030 -0.008 0.061
-0.037 0.004 -0.058
0.015 -0.011 0.006
0.021 0.025 0.037
0.006 -0.009 -0.022
-0.009 0.005 0.010
0.002 0.002 0.006
0.015 -0.002 0.003
-0.021 -0.001 -0.014
0.001 -0.001 -0.001
0.003 -0.002 -0.005
0.000 0.000 0.001
-0.006 0.001 -0.002
-0.002 0.001 0.000
-0.041 0.031 -0.017
0.032 0.046 -0.068
-0.002 0.000 -0.057
-0.024 0.004 0.062
0.008 -0.009 0.006
0.077 -0.049 -0.059
-0.047 -0.059 0.024
0.028 0.118 -0.094
-0.039 -0.026 0.062
0.035 -0.030 -0.025
0.021 0.045 0.029
0.006 -0.033 0.034
-0.032 -0.081 0.038
-0.016 0.041 0.012
-0.026 0.004 0.020
0.025 -0.036 0.014
0.030 0.007 -0.004
-0.027 0.016 -0.021
0.010 0.000 -0.015
-0.041 -0.026 -0.022
0.003 0.023 0.031
-0.069 0.067 0.019
0.013 -0.021 0.028
0.001 -0.022 0.003
0.023 0.007 0.008
-0.031 0.007 0.002
0.034 -0.044 0.012
0.019 0.022 -0.024

Computed properties:
HOMO-LUMO gap   7.1 eV
Highest occupied orbital energy   -7.7 eV
E_LUMO   -0.0192 Eh
SMILES string   O=[N+]([O-])c1ccccc1.O=[N+]([O-])c1ccccc1.CCCCC[PH3]COC
Total energy   -1568.14245 a.u.

***

# 2
The following is a DFT calculation (ωB97M-V with the def2-TZVPD basis set) of the ion C19H29N3O with charge +2 at a distorted geometry.

Each line ends with the Löwdin charge.
CARTESIAN COORDINATES (ANGSTROEM)
C (6.15499, -3.31223, 0.60173)  -0.104
O (5.82450, -1.91041, 0.77076)  -0.232
C (6.41673, -1.07229, -0.24691)  -0.216
C (6.85024, 0.30546, 0.46946)  -0.111
C (6.15302, 1.62289, -0.12184)  -0.134
N (4.66890, 1.68580, 0.07101)  -0.062
C (4.00407, 2.28255, 1.20152)  0.077
C (2.44599, 2.30689, 1.38531)  0.073
C (1.57799, 1.65182, 0.28409)  -0.100
C (-0.00577, 1.53057, 0.29273)  -0.092
C (-0.79259, 0.67689, 1.35341)  0.071
C (-2.35704, 0.54576, 1.30851)  0.074
N (-3.10787, 1.21478, 0.27154)  -0.081
C (-4.61327, 1.10560, 0.12957)  -0.113
C (-4.91147, 0.37829, -1.30137)  -0.179
C (-6.41770, -0.16693, -1.42893)  -0.190
C (-6.40080, -1.76997, -1.12567)  -0.190
C (-5.98748, -2.11987, 0.38954)  -0.312
N (-6.61297, -3.41720, 0.79875)  -0.039
C (-2.44658, 2.05083, -0.71885)  0.048
C (-0.91186, 2.25777, -0.77083)  0.070
C (2.30913, 1.04333, -0.97190)  0.077
C (3.84941, 1.10981, -0.97965)  0.046
H (6.61384, -3.76168, 1.56036)  0.108
H (5.19426, -3.92193, 0.40629)  0.101
H (6.86352, -3.53964, -0.26336)  0.097
H (5.64526, -0.95293, -1.08320)  0.109
H (7.36345, -1.50509, -0.72846)  0.134
H (7.98852, 0.43966, 0.30430)  0.138
H (6.72702, 0.18186, 1.60602)  0.136
H (6.60512, 2.51691, 0.45913)  0.150
H (6.42139, 1.79208, -1.21783)  0.151
H (4.61985, 2.77506, 2.02979)  0.156
H (1.95376, 2.79387, 2.30657)  0.136
H (-0.24918, 0.11778, 2.19929)  0.128
H (-2.92900, -0.08105, 2.08896)  0.158
H (-4.98457, 0.36993, 0.92227)  0.113
H (-5.13320, 2.11851, 0.19373)  0.154
H (-4.18981, -0.52075, -1.37999)  0.121
H (-4.63018, 1.07230, -2.17938)  0.109
H (-6.77790, -0.06733, -2.52225)  0.123
H (-7.18398, 0.37963, -0.78135)  0.121
H (-7.46626, -2.16508, -1.33930)  0.126
H (-5.61936, -2.28695, -1.80248)  0.121
H (-4.86124, -2.21651, 0.56029)  0.109
H (-6.41712, -1.27128, 1.05134)  0.105
H (-6.14289, -3.74459, 1.66677)  0.073
H (-7.60394, -3.25305, 1.07164)  0.084
H (-3.07166, 2.58533, -1.52569)  0.154
H (-0.49505, 2.93698, -1.58949)  0.129
H (1.68495, 0.56250, -1.79464)  0.130
H (4.38483, 0.64533, -1.88130)  0.145

Atomic forces in eV per Å
-0.463 -1.856 0.277
1.397 -0.416 -1.225
0.202 0.505 0.281
0.352 -0.321 -0.458
2.005 0.719 1.208
-4.550 -0.129 -0.280
-2.546 -0.640 -0.785
1.367 -1.814 -3.191
2.708 -0.235 -0.818
-3.743 -0.118 0.354
-1.661 1.441 -2.153
2.605 1.624 -1.913
3.220 1.107 -0.034
-0.883 -1.556 -0.956
0.256 0.162 0.011
0.414 -1.228 -0.700
0.133 0.456 0.317
-1.192 0.499 0.097
0.272 0.696 0.854
3.108 -0.662 1.213
-1.692 -2.336 2.634
2.134 1.959 3.756
-2.614 0.122 0.776
-0.642 1.037 -1.407
1.384 1.064 0.236
-0.877 0.631 1.127
1.036 0.118 0.923
-1.439 0.288 0.825
-1.907 0.024 0.196
-0.151 0.324 -1.772
-0.903 -1.351 -1.006
-0.735 -0.377 1.457
-0.685 -0.927 -1.577
1.153 -0.861 -1.667
-0.940 1.010 -1.581
0.950 1.206 -1.549
0.573 1.353 -0.893
1.011 -1.336 0.113
-1.119 1.358 0.186
-0.561 -0.890 1.454
0.685 0.057 1.765
1.216 -0.699 -0.694
1.876 0.400 0.394
-1.547 0.823 0.765
-1.437 0.289 -0.446
0.904 -0.967 -0.825
-0.533 0.212 -0.886
1.003 -0.182 -0.407
0.843 -1.136 1.717
-0.622 -1.141 1.409
1.310 0.717 1.177
-0.676 0.976 1.703

Computed properties:
Total charge   +2
HOMO-LUMO gap   5.5 eV
Highest occupied orbital energy   -13.3 eV
E_LUMO   -0.2840 Eh
Total energy   -979.99978 a.u.